No. 1
The following is a quantum chemistry calculation of a structure of composition C24H35BrClF3N2O6S2Tl, from OMol25.

Each line ends with the Mulliken charge.
Cartesian coordinates (Å):
C 2.65171 0.42423 2.65775  -0.950
C 2.78198 1.28715 1.34407  -0.900
C 1.60516 1.27584 0.30941  -0.005
Br 2.11977 2.79348 -0.91911  0.126
C 1.32691 0.02077 -0.59011  -0.624
C 2.04737 -1.32639 -0.17811  0.410
C 3.60625 -1.25543 -0.24853  -0.925
C 4.45080 -1.96889 0.79087  -0.459
C 5.90433 -1.85470 0.65342  -0.453
C 6.43275 -0.99342 -0.50579  -0.127
N 5.70651 -0.32925 -1.47157  -0.420
C 4.37208 -0.47809 -1.34979  0.072
O 1.57714 -1.92813 1.03901  -0.475
S 0.01491 -2.42206 0.69206  1.085
O -0.08042 -3.54746 -0.26292  -0.689
O -0.43334 -3.00824 1.96810  -0.694
C -1.06036 -0.97293 0.17053  1.706
C -1.21161 -0.15886 1.50720  -0.951
C -2.13518 1.09578 1.61316  -0.254
C -1.45289 2.19356 2.58207  -0.591
C -1.98358 3.63497 2.22016  -0.929
S -0.66962 4.83717 1.78767  1.092
O 0.65043 4.48193 2.30230  -0.513
O -1.13290 6.13577 2.26962  -0.535
Cl -0.73392 4.98500 -0.30224  -0.163
C -2.47119 -1.50662 -0.28325  -0.823
C -3.09080 -2.74377 0.46205  -1.343
C -3.87390 -2.45515 1.80093  0.784
F -4.89900 -3.43090 1.83836  -0.298
F -4.52012 -1.25917 1.83645  -0.223
F -3.13701 -2.71305 2.93830  -0.178
C -0.24244 -0.19888 -1.02544  2.739
C -0.86008 1.20493 -1.40108  -0.936
C -2.34213 1.27538 -1.93021  -1.358
O -2.30460 2.06739 -3.15162  -0.514
C -0.11949 -1.12701 -2.34576  -0.239
C -0.58466 -0.50904 -3.72840  -0.115
C -1.92048 -1.06616 -4.40008  -1.192
N 0.03582 0.38178 -4.40290  -0.498
H 2.78829 1.04571 3.59157  0.376
H 3.50371 -0.32471 2.68209  0.325
H 1.71226 -0.16544 2.79740  0.133
H 2.86641 2.36527 1.69633  0.739
H 3.81766 1.08854 0.90128  0.412
H 0.71040 1.69214 0.86477  -0.427
H 1.79689 0.27721 -1.59223  0.847
H 1.88922 -2.18026 -0.94556  0.968
H 4.02591 -2.58855 1.61598  0.476
H 6.63958 -2.34965 1.33512  0.455
H 7.55738 -0.89125 -0.57316  0.434
H 3.73989 0.02083 -2.14138  0.441
H -1.63194 -0.87913 2.28018  0.849
H -0.19984 0.10857 1.94464  -0.418
H -3.09772 0.83592 2.15276  0.499
H -2.44614 1.64436 0.69784  -0.563
H -1.83004 1.97207 3.62682  0.521
H -0.33672 2.09701 2.63116  0.351
H -2.74580 3.65174 1.38375  0.398
H -2.53495 4.06109 3.11283  0.478
H -3.20158 -0.64585 -0.15850  0.452
H -2.54613 -1.73744 -1.39031  0.096
H -2.41111 -3.63712 0.64392  0.375
H -3.89847 -3.14060 -0.23897  0.762
H -0.82292 1.97468 -0.56854  -0.002
H -0.19208 1.65989 -2.19362  0.692
H -3.08542 1.79526 -1.27105  0.590
H -2.79964 0.29822 -2.24741  -0.185
H -2.79225 2.89823 -3.00439  0.411
H -0.65189 -2.10919 -2.24009  0.670
H 0.95789 -1.39239 -2.59284  0.295
H -2.14152 -2.12017 -4.07554  0.245
H -2.77583 -0.35372 -4.26349  0.323
H -1.69062 -1.11031 -5.50702  0.421
H 0.88841 0.61424 -3.85619  0.210
Tl -3.08547 -5.31668 0.61524  0.710

Cartesian forces (eV/Å) of the 3 atoms listed first:
0.6 -0.5 0.6
0.4 0.6 1.1
0.9 0.7 0.7

Output
- LUMO level (eV) = -14.884
- total charge = +3
- HOMO level (eV) = -17.421

---

No. 2
The following is a quantum chemistry calculation of an isolated molecule of C3H4OS, from OMol25.

Each line ends with the Mulliken charge.
Cartesian coordinates (Å):
C 0.77651 -1.44348 -0.07332  -0.509
C 0.07764 0.96339 0.21315  -0.176
C -1.23570 0.60150 -0.21550  -0.655
O 2.69828 0.44298 0.27570  -0.532
S 1.46715 0.02611 -0.37571  0.581
H 1.38466 -2.03120 0.45755  0.311
H -1.96961 1.43017 -0.24764  0.333
H -1.60258 0.21731 0.85464  0.289
H -1.59635 -0.20679 -0.88886  0.360

Cartesian forces (eV/Å) of the 3 atoms listed first:
-2.6 2.9 -3.0
0.4 -0.3 -0.3
-2.8 -0.9 1.6

Output
- LUMO level (alpha / beta) (eV) = -1.349 / -1.349
- relative energy (zero: lowest compared OMol25 entry of this formula, charge and spin) (kJ/mol) = 757.05
- total charge = 0
- HOMO level (alpha / beta) (eV) = -9.526 / -9.527

---

No. 3
The following is a quantum chemistry calculation of a structure of composition C31H42BrCl2IMnNO4S, from OMol25.

Each line ends with the Mulliken spin population.
Cartesian coordinates (Å):
Mn -0.95307 -0.86884 -0.61141  4.140
C 4.62683 4.49516 0.10709  -0.001
C 4.72553 3.68816 -1.19401  0.000
C 5.98633 2.82086 -1.14301  0.000
C 4.84633 4.67216 -2.36251  -0.002
C 3.47543 2.83936 -1.35011  -0.007
C 3.53523 1.49716 -1.69291  0.005
C 2.37323 0.76906 -1.73611  0.008
Br 2.49943 -1.06374 -2.22161  0.000
C 1.08763 1.26366 -1.43431  -0.018
O 0.09193 0.41666 -1.41321  -0.020
C 1.01943 2.66286 -1.18681  -0.021
C 2.20803 3.38036 -1.15391  0.011
C -0.27167 3.46196 -1.01071  -0.004
C -0.38127 4.42786 -2.20631  -0.001
C -0.23377 4.26636 0.29959  -0.001
C -1.54087 2.61226 -0.97001  0.014
H 5.56323 5.01496 0.29779  0.000
H 4.41073 3.84326 0.94969  0.000
H 3.84113 5.24256 0.04249  0.000
H 6.84043 3.41896 -0.83571  0.000
H 6.21173 2.40166 -2.12061  0.000
H 5.87063 2.00926 -0.43001  0.000
H 5.72573 5.30056 -2.23501  0.000
H 3.97363 5.31606 -2.41421  0.000
H 4.93943 4.14286 -3.30651  0.000
H 4.46243 1.00096 -1.92371  0.000
H 2.13643 4.43726 -0.95461  0.000
H 0.46013 5.11626 -2.23781  0.000
H -1.29867 5.00856 -2.13551  0.000
H -0.39687 3.86976 -3.14021  0.000
H 0.56923 4.99876 0.31519  0.000
H -0.10657 3.59836 1.14899  0.000
H -1.17557 4.79896 0.41869  0.000
H -1.65327 2.02266 -1.87731  -0.001
H -2.40377 3.27096 -0.88851  0.001
H -1.53357 1.94656 -0.10111  0.002
C -0.97427 -1.74764 4.38209  0.007
C -0.57117 -0.36544 3.85459  -0.006
C -1.68987 0.64916 4.12309  0.005
C 0.73133 0.09116 4.51729  0.008
C -0.41607 -0.45584 2.40379  0.064
C -0.34807 -0.51774 1.18999  -0.231
H -1.11557 -1.70754 5.46069  0.000
H -0.20157 -2.48244 4.16049  -0.002
H -1.89967 -2.07584 3.91079  -0.002
H -1.87837 0.74036 5.19129  0.001
H -2.60327 0.33176 3.62419  -0.001
H -1.41127 1.62546 3.73259  -0.002
H 0.59463 0.19326 5.59279  0.001
H 1.04193 1.05246 4.11589  -0.001
H 1.52213 -0.63324 4.33479  -0.002
Cl -4.65947 1.67716 0.41839  0.000
C -4.94307 0.70656 -1.04131  0.002
Cl -4.73077 1.66056 -2.50221  0.000
C -3.95447 -0.48584 -0.93691  0.010
O -4.42197 -1.45144 -0.31771  0.009
O -2.83097 -0.35924 -1.44611  0.049
H -5.97107 0.34776 -0.99671  0.000
O -1.98377 -2.45414 0.18809  -0.068
S -3.19887 -2.97654 0.90399  0.002
C -4.01627 -4.10124 -0.30891  0.002
C -3.85887 -5.53364 0.16419  -0.001
C -2.48807 -5.60604 0.82879  0.001
C -2.45447 -4.43424 1.79189  0.003
H -3.50437 -3.91294 -1.25211  0.000
H -5.05197 -3.78724 -0.39091  0.000
H -3.95727 -6.23794 -0.66341  0.000
H -4.63317 -5.77134 0.89589  0.000
H -1.69817 -5.49374 0.08169  0.000
H -2.33797 -6.55604 1.34149  0.000
H -1.45257 -4.14494 2.09679  -0.001
H -3.06927 -4.62164 2.67129  0.000
I -1.06087 -6.14054 -4.16371  0.001
C -0.09317 -4.97984 -2.68641  0.000
C 0.84613 -5.55454 -1.84931  -0.001
C 1.36463 -4.77324 -0.82651  -0.003
C 0.90843 -3.47564 -0.67931  0.022
N 0.03473 -2.91764 -1.51821  0.015
C -0.44787 -3.64954 -2.50971  0.012
H 1.14483 -6.58364 -1.97741  0.000
H 2.09693 -5.17374 -0.14391  0.000
H 1.25513 -2.84344 0.12869  0.000
H -1.14437 -3.17084 -3.18651  0.001

Cartesian forces (eV/Å) of the 3 atoms listed first:
-0.2 -0.2 0.1
0.0 -0.1 -0.1
0.1 0.2 0.0

Output
- LUMO level (alpha / beta) (eV) = -1.253 / 0.035
- spin multiplicity = 5
- relative energy (zero: lowest compared OMol25 entry of this formula, charge and spin) (kJ/mol) = 126.04
- total charge = 0
- expectation value of S² = 6.109
- HOMO level (alpha / beta) (eV) = -7.698 / -7.800

---

No. 4
The following is a quantum chemistry calculation of a structure of composition C40H23ClF11N2O6PPt, from OMol25.

Each line ends with the Mulliken charge.
Cartesian coordinates (Å):
Pt -0.91730 -0.52512 -0.31434  3.937
O -3.02460 3.97375 3.03704  -0.611
C -2.04723 4.46402 2.30759  0.291
O -1.60277 5.57106 2.48115  -0.601
C -1.45013 3.58383 1.24469  -0.206
C -0.53374 4.03577 0.31699  0.300
Cl -0.05163 5.61947 -0.03076  -0.129
N -0.08981 2.97744 -0.40157  -0.686
N -0.67971 1.84360 0.02512  1.382
C -1.51906 2.18792 0.99241  -0.721
C -2.44409 1.14928 1.56372  1.208
O -3.27966 1.46948 2.40236  -0.950
O -2.32236 -0.06363 1.15429  -0.947
C 0.91210 2.95453 -1.42451  0.178
C 2.12455 3.64922 -1.24448  -0.743
C 3.05108 3.60741 -2.26071  -1.029
C 2.86805 2.77559 -3.35470  -0.883
C 1.76705 1.85176 -3.41856  -0.249
C 0.67723 2.18874 -2.51700  -0.512
H -3.23233 3.01982 2.81464  0.385
H 2.32310 4.18825 -0.33015  0.588
H 3.92494 4.24344 -2.19878  0.421
H 3.61239 2.71302 -4.13743  0.493
H 1.40892 1.70632 -4.43300  0.619
H -0.29527 1.72895 -2.65456  0.352
O -2.63813 -2.63333 -0.69551  -0.575
C -1.59730 -2.41243 -0.17630  -0.248
C -0.83263 -3.36742 0.64818  0.009
C -1.10869 -4.72738 0.51779  -0.628
C -0.43174 -5.64511 1.29754  -0.799
C 0.50599 -5.20483 2.22836  -0.744
C 0.77081 -3.85247 2.35584  -0.199
C 0.11678 -2.93101 1.54169  0.071
P 0.46670 -1.15305 1.69205  1.145
C 0.06583 -0.86560 3.43278  0.748
C 1.04322 -0.64598 4.40313  -0.562
C 0.66381 -0.32668 5.69717  -0.662
C -0.67886 -0.19793 6.02409  -0.629
C -1.65433 -0.45034 5.06941  -0.664
C -1.28716 -0.79699 3.78014  -0.745
C 2.25285 -1.06143 1.48297  0.495
C 2.92601 -2.00069 0.70634  -0.838
C 4.26778 -1.81826 0.41159  -0.679
C 4.93295 -0.68481 0.85624  -0.697
C 4.25326 0.27582 1.59358  -0.986
C 2.91725 0.09440 1.90137  -0.568
H -1.85573 -5.04564 -0.19716  0.557
H -0.63735 -6.70171 1.19188  0.432
H 1.02435 -5.91787 2.85580  0.458
H 1.50070 -3.50392 3.07711  0.489
H 2.09296 -0.73339 4.15972  0.441
H 1.42253 -0.16780 6.45204  0.443
H -0.96586 0.09830 7.02449  0.406
H -2.70283 -0.36021 5.31837  0.459
H -2.04691 -0.99716 3.03881  0.509
H 2.40007 -2.86289 0.31757  0.305
H 4.78883 -2.54701 -0.19505  0.452
H 5.97344 -0.53369 0.60108  0.411
H 4.76060 1.17936 1.90518  0.447
H 2.37081 0.86719 2.42971  0.589
F 2.00243 0.55640 -0.63070  -0.088
C 1.62605 -0.13830 -1.71365  -1.193
C 0.56257 -0.98549 -1.64356  -0.169
C 0.36752 -1.79668 -2.76153  0.916
F -0.62830 -2.68824 -2.77682  -0.369
C 1.20079 -1.73007 -3.86179  0.145
F 1.04357 -2.59695 -4.86775  -0.347
C 2.19012 -0.78222 -3.90448  -0.203
F 2.99991 -0.68880 -4.95927  -0.384
C 2.37118 0.20689 -2.88367  2.602
F 3.71682 0.35381 -2.59628  -0.406
C -3.62817 -0.96339 -2.98067  -2.032
C -3.19160 0.43660 -2.55842  0.698
O -2.09104 0.52996 -1.76032  -0.192
C -4.38084 1.13277 -1.83946  0.558
F -5.42489 1.35955 -2.65513  -0.302
F -4.83061 0.36743 -0.83389  -0.265
F -4.02664 2.31142 -1.31114  -0.218
C -2.85245 1.25008 -3.83939  0.201
F -2.54744 2.52645 -3.56706  -0.243
F -3.81925 1.25764 -4.76400  -0.297
F -1.76099 0.71297 -4.43013  -0.240
H -3.86294 -1.54183 -2.09472  0.498
H -2.80084 -1.45131 -3.49479  0.353
H -4.49467 -0.92064 -3.63885  0.443

Cartesian forces (eV/Å) of the 3 atoms listed first:
0.5 0.6 1.9
-0.2 -0.2 0.1
0.2 0.0 -0.2

Output
- LUMO level (eV) = -1.759
- relative energy (zero: lowest compared OMol25 entry of this formula, charge and spin) (kJ/mol) = 342.11
- total charge = 0
- HOMO level (eV) = -7.383